10
Properties=species:S:1:pos:R:3:forces:R:3 method="wB97M-V/def2-TZVPD" homo_ev=-10.83 lumo_ev=-0.167 gap_ev=10.66 e_above_lowest_kcal_mol=111.1
C 0.2046 -0.1718 0.3487 2.2758 -5.5719 -1.5379
C -0.6990 0.5027 -0.5602 0.4302 -5.9331 -3.4941
H 1.1027 0.4056 1.9285 -3.4503 -2.3820 0.3790
H 0.1746 1.4088 1.4760 -2.5005 -3.7196 0.6624
H 0.9036 -1.1734 -1.0685 0.4754 -0.0840 -0.5631
H -0.8082 -1.3465 -1.5728 -1.4719 3.5959 0.0035
N -0.0578 0.1631 1.6536 7.2243 6.8463 1.3239
N 1.0985 -1.0731 -0.0851 -2.5504 2.7956 2.0313
O -1.1854 -0.3526 -1.6927 1.5798 -0.5169 2.3517
O -0.7336 1.6372 -0.4274 -2.0124 4.9698 -1.1566